The following is a quantum chemistry calculation of a 2-piece molecular cluster, C5H11NO overall, from the Open Molecules 2025 dataset.

Each line ends with the Mulliken charge.
Atoms and positions in Å:
C -2.1990 -0.8177 0.5284  -1.17
N 0.1820 -0.2440 -1.4439  -0.65
C 0.3438 -0.6295 -0.0426  -0.06
C -0.6678 -0.7510 0.8827  -0.35
C 2.7617 0.0238 -0.0478  -1.05
C 1.7212 -0.6638 0.5065  -0.20
H -2.5613 0.1993 0.2237  0.19
H -2.2849 -1.5491 -0.3720  0.24
H -2.7548 -1.0214 1.3849  0.46
H -0.8099 -0.0447 -1.6067  0.27
H 0.6191 -0.9219 -2.0674  0.30
H -0.4386 -0.7837 1.9190  0.33
H 2.8010 0.1188 -1.1324  0.16
H 3.6893 0.1677 0.4328  0.34
H 1.8654 -0.9218 1.5737  0.27
H -0.9225 2.8793 0.4279  0.37
H -0.4200 2.1159 -0.6249  0.31
O -0.9246 2.8439 -0.5418  -0.77

Atoms 1-6, force components in eV/Å:
C 2.850 0.888 -2.697
N -0.387 -0.024 1.595
C 2.190 -0.593 1.262
C -2.368 0.519 -1.526
C 0.203 -0.104 -1.715
C -1.729 0.346 -0.127

largest force on an atom: 0.107 hartree/bohr
LUMO level (spin up / spin down): 0.1563 / 0.1459 hartree
molecular weight: 101.149 g/mol
ΔE to the lowest compared entry with this formula, charge and spin: 1.827 eV
net charge: -1
orbital gap (spin up / spin down): 0.1365 / 0.2551 hartree
2S+1: 2